[1]
The following is a DFT calculation (wB97M-V/def2-TZVPD) of a 2-piece molecular cluster, C4H10O3 overall in a non-equilibrium geometry.

The total charge is 0. The calculation puts the HOMO-LUMO gap at 10.6 eV. Its structure (SMILES) is O=CCCCO.O. The value obtained for the HOMO energy is -9.8 eV.

Last column: Mulliken charge in e.
Positions of all 17 atoms, in Å:
1 O 0.52880 2.88011 2.41053  -0.456
2 O 0.67989 -2.00142 1.63290  -0.511
3 O -3.75417 -2.27705 -4.57212  -0.646
4 C 0.56602 1.61994 0.38363  -0.597
5 C 1.27951 -0.76865 1.35068  -0.321
6 C 0.29946 0.15098 0.72184  -0.528
7 C 1.21086 2.38538 1.55925  -0.055
8 H 1.60478 -0.26756 2.29146  0.216
9 H -0.65978 0.17804 1.26112  0.303
10 H -4.56086 -2.83097 -4.62122  0.326
11 H 2.28978 2.57687 1.45603  0.355
12 H 1.29653 -2.73253 1.54010  0.318
13 H -3.90703 -1.51953 -5.13738  0.320
14 H 1.24915 1.71558 -0.48650  0.314
15 H 2.16273 -0.84609 0.70969  0.296
16 H -0.26248 1.96138 -0.24664  0.373
17 H -0.02317 -0.22446 -0.25337  0.293

[2]
The following is a DFT calculation (wB97M-V/def2-TZVPD) of a 3-piece molecular cluster, C4H10O3 overall in a non-equilibrium geometry.

The total charge is 0. The calculation puts the HOMO-LUMO gap at 8.0 eV. Its structure (SMILES) is C=C/C=C/O.O.O. The value obtained for the HOMO energy is -7.7 eV.

Last column: Mulliken charge in e.
Positions of all 17 atoms, in Å:
1 O -0.45004 -2.22268 0.55082  -0.677
2 O 0.41781 -1.79590 -1.95882  -0.504
3 O -1.07034 -0.33236 2.80658  -0.620
4 C -0.44716 0.38656 -1.18238  -0.077
5 C 0.51206 -0.49487 -1.71712  -0.328
6 C 1.29688 2.13457 -0.71799  -0.763
7 C -0.00741 1.73537 -0.79817  -0.045
8 H -1.07015 0.66864 2.94278  0.308
9 H 0.28262 -1.63379 0.58416  0.315
10 H -1.37615 0.02933 -0.66676  0.276
11 H -0.66246 2.29861 -0.13848  0.318
12 H -1.78200 -0.55790 3.52679  0.323
13 H -0.13038 -2.30156 -1.29963  0.426
14 H -0.81933 -2.32468 1.44761  0.307
15 H 1.58298 2.99575 -0.14276  0.250
16 H 1.46515 -0.20468 -2.16674  0.354
17 H 2.25790 1.61958 -1.06986  0.136

Taking the records one at a time from the top gives ΔE to the lowest compared entry with this formula, charge and spin values of 50.6, 69.0 kcal/mol.